C7H6NO7Sn | the ωB97M-V functional and the def2-TZVPD basis

Computed properties:
Multiplicity: 1
HOMO in eV: -21.097
DFT total energy in Eh: -1064.7453
Total charge: +3
Energy above the lowest of the compared OMol25 structures with the same formula, charge and spin in kJ/mol: 0.00

Structure (XYZ):
```
22
Properties=species:S:1:pos:R:3:forces:R:3:nbo_charge:R:1
O -2.1674 -3.3670 -1.3497 1.790 2.247 -0.351 -0.3180
C -1.4822 -2.4680 -1.4655 -1.628 -1.842 0.347 0.4679
Sn 0.1144 0.2366 -1.3015 -0.019 -0.449 2.214 1.3795
O 2.4663 -1.8116 0.7891 -1.955 1.599 -2.849 -0.2865
C 1.8590 -1.2881 -0.0252 1.871 -1.420 2.513 0.5359
C 1.6541 2.0347 -1.4347 3.164 5.488 -0.298 0.4879
O 2.1828 3.0547 -1.5414 -2.434 -4.811 0.446 -0.2029
C -1.2673 1.2248 -2.7604 -3.132 2.344 -3.597 0.2705
O -1.2008 2.2274 -3.3909 0.688 -3.686 2.894 -0.1830
C 1.2777 -0.8770 -3.5941 1.474 -0.999 -2.619 0.4768
O 1.7384 -1.2309 -4.5704 -1.282 0.919 2.617 -0.2814
H -2.0631 0.3966 -2.6818 0.289 1.345 -0.575 0.2821
N -0.3340 -0.7999 2.7652 0.055 -0.585 0.182 -0.6679
C 0.2926 0.5182 2.4455 -0.162 0.258 -0.051 -0.3196
C -0.7912 1.2485 1.6729 -1.475 2.565 2.528 0.7157
O -1.5023 2.0808 2.2165 1.724 -2.054 -1.757 -0.3940
O -1.0049 0.7733 0.4493 1.068 -0.844 -2.561 -0.8584
H -1.2548 -0.6303 3.2052 0.152 -0.232 -0.030 0.4819
H 0.2267 -1.3512 3.4248 -0.018 0.000 0.126 0.4752
H -0.4656 -1.3741 1.9190 -0.246 0.180 0.517 0.4313
H 0.5276 1.0193 3.3774 -0.006 0.149 0.062 0.3019
H 1.1939 0.3832 1.8509 0.081 -0.172 0.242 0.2049
```
Forces are in eV/Å.

---

C3H6ClNS | the ωB97M-V functional and the def2-TZVPD basis

Computed properties:
Multiplicity: 1
HOMO in eV: -9.259
DFT total energy in Eh: -1031.0007
Energy above the lowest of the compared OMol25 structures with the same formula, charge and spin in kJ/mol: 135.80

Structure (XYZ):
```
12
Properties=species:S:1:pos:R:3:forces:R:3:nbo_charge:R:1
N -0.8615 2.1267 -0.0692 -0.516 -0.452 -0.330 -0.8307
C -0.0393 1.0622 0.4100 -0.299 0.815 -1.262 -0.0563
C 0.6361 0.0203 -0.4822 0.732 -0.420 -0.827 -0.3995
S 2.3476 -0.3717 -0.0269 -0.519 -0.328 -0.223 -0.0247
C -0.4272 -0.3481 0.4821 -0.423 -0.896 0.711 -0.2291
Cl -1.9777 -0.9772 -0.0825 0.174 0.379 -0.072 -0.0286
H -1.7412 1.7773 -0.4929 1.099 0.657 -0.016 0.3809
H -0.2776 2.7488 -0.6391 -0.988 -0.355 -0.006 0.3756
H 0.5902 1.4188 1.1782 0.657 -0.027 0.997 0.2095
H 0.3878 -0.0800 -1.5608 0.112 0.409 0.943 0.2430
H 2.2263 -1.7228 0.0095 0.024 0.389 -0.054 0.1261
H -0.1130 -0.8764 1.3646 -0.054 -0.172 0.137 0.2339
```
Forces are in eV/Å.

---

C10H12ClN2O | the ωB97M-V functional and the def2-TZVPD basis

Computed properties:
Multiplicity: 1
HOMO in eV: -12.527
DFT total energy in Eh: -1032.8378
Total charge: +1
Energy above the lowest of the compared OMol25 structures with the same formula, charge and spin in kJ/mol: 124.25

Structure (XYZ):
```
26
Properties=species:S:1:pos:R:3:forces:R:3:nbo_charge:R:1
C 0.4767 -3.8458 0.6759 1.574 3.357 0.669 -0.6334
C 0.2492 -2.3925 0.2552 1.113 0.125 0.116 0.0957
C 1.3439 -1.5821 -0.1139 -0.523 -0.626 0.376 -0.2151
C 1.2017 -0.2619 -0.3462 -4.885 -1.399 0.518 -0.1534
C -0.1325 0.3202 -0.3655 4.233 0.270 -1.158 -0.2151
C -0.1388 1.7412 -0.7583 -0.236 -0.695 2.822 0.3669
Cl -1.3928 2.2486 -1.7268 -1.126 0.802 -1.195 0.1547
N 1.1299 2.3211 -1.0712 -0.336 1.324 1.245 -0.6004
C 1.4804 3.3006 -0.2202 0.080 -0.732 0.721 0.3010
N 0.6724 3.3686 0.8213 2.081 2.266 -0.280 -0.1814
O -0.3707 2.5686 0.7690 -0.731 -1.595 -1.743 -0.3564
C -1.1878 -0.4763 -0.1336 -2.616 -0.198 1.879 0.1497
C -2.5706 0.1138 0.1316 1.054 1.820 1.039 -0.6573
C -0.9914 -1.8087 0.2694 1.189 0.456 -1.193 -0.2504
H 1.0772 -4.2584 -0.0854 0.720 -0.942 -0.810 0.2273
H 1.1258 -3.7715 1.6250 -1.635 -0.789 -1.092 0.2452
H -0.5025 -4.2038 0.6204 -1.152 -1.643 0.995 0.2253
H 2.3088 -2.0056 -0.2406 0.765 -0.465 0.179 0.2201
H 2.0083 0.2529 -0.5931 3.363 2.369 -0.967 0.1913
H 1.6658 2.1082 -1.8860 0.022 -0.147 -0.466 0.4595
H 2.4434 3.7968 -0.3766 -0.666 0.273 0.467 0.2636
H 0.6700 4.0769 1.6018 0.232 -1.009 -1.271 0.4560
H -3.1259 0.3738 -0.7357 -0.372 0.209 -0.861 0.2314
H -3.1345 -0.6005 0.6635 -0.718 -0.763 0.691 0.2296
H -2.5104 1.0768 0.7995 -0.008 -1.815 -1.250 0.2266
H -1.7957 -2.4611 0.4207 -1.421 -0.452 0.571 0.2188
```
Forces are in eV/Å.

---

C21H45DyO2P3 | the ωB97M-V functional and the def2-TZVPD basis

Computed properties:
Multiplicity: 6
HOMO (alpha / beta) in eV: -14.409 / -14.409
<S²>: 9.33
DFT total energy in Eh: -2885.7585
Total charge: +3

Structure (XYZ):
```
72
Properties=species:S:1:pos:R:3:forces:R:3:mulliken_spin:R:1
Dy -0.2216 -0.1571 1.1133 0.383 2.413 0.047 4.8953
P 2.1889 0.8000 2.3661 1.393 0.921 1.292 -0.0016
P -0.8026 2.0097 -0.5588 -0.853 1.531 -1.148 0.0362
P 1.8237 -0.6080 -0.8476 0.852 -0.365 -1.217 0.0076
H -1.5688 -2.4980 1.2085 0.324 0.008 0.093 -0.0005
C -0.5161 -2.5783 0.8881 1.858 -1.667 1.625 0.0037
C 0.5469 -2.5091 1.7817 -1.619 -2.646 -1.348 0.0064
H 0.4122 -2.5446 2.8696 -0.204 0.728 -0.328 -0.0029
C 1.9631 1.1975 4.1527 -0.415 -0.194 -0.051 -0.0025
C 2.9399 2.4025 1.8567 -0.409 0.047 -0.443 0.0003
C 3.7371 -0.1726 2.5664 -0.183 -0.597 -0.351 -0.0028
C -2.1386 1.5909 -1.7454 -0.026 -0.396 0.179 0.0017
C -1.6214 3.3668 0.3772 0.114 -0.273 0.553 -0.0002
C 0.3830 2.9763 -1.5584 0.612 -0.113 0.026 -0.0014
C 2.7690 -2.1795 -0.7796 -0.076 -0.117 0.293 -0.0026
C 3.1825 0.5496 -1.2730 -0.206 0.178 0.144 -0.0024
C 0.9799 -0.8464 -2.4673 -0.095 0.138 0.287 -0.0001
H -0.3637 -2.9289 -0.1386 0.088 0.462 0.110 0.0020
H 1.5615 -2.7647 1.4615 -0.330 0.313 -0.102 0.0000
H 1.5040 0.3478 4.6690 0.095 0.155 0.065 0.0001
H 1.3317 2.0828 4.2884 0.144 -0.154 0.014 0.0000
H 2.9534 1.3884 4.5883 -0.336 0.003 -0.090 0.0003
H 2.1910 3.2007 1.9115 0.168 -0.053 -0.014 0.0003
H 3.3252 2.3522 0.8336 -0.024 0.083 0.217 0.0003
H 3.7631 2.6384 2.5460 -0.257 -0.118 -0.179 -0.0001
H 3.5180 -1.1259 3.0647 0.154 0.159 -0.099 0.0002
H 4.4252 0.4052 3.2022 -0.267 -0.156 -0.267 -0.0003
H 4.2212 -0.3787 1.6037 -0.079 0.028 0.259 0.0005
H -2.5370 2.5039 -2.2078 0.163 -0.134 0.190 0.0001
H -2.9528 1.0870 -1.2089 0.009 0.180 -0.077 0.0010
H -1.8039 0.9004 -2.5277 0.149 0.137 0.278 -0.0020
H -1.9977 4.1307 -0.3194 0.122 -0.301 0.193 0.0002
H -0.9229 3.8335 1.0861 -0.154 -0.033 -0.230 0.0001
H -2.4568 2.9516 0.9569 0.050 0.241 -0.193 0.0001
H -0.0926 3.8885 -1.9559 0.028 -0.430 0.182 -0.0001
H 0.7833 2.3877 -2.3935 -0.188 0.136 0.144 0.0002
H 1.2342 3.2776 -0.9295 -0.251 0.019 -0.160 -0.0002
H 3.2162 -2.3822 -1.7640 -0.124 0.084 0.325 -0.0002
H 2.0987 -3.0065 -0.5190 0.230 -0.005 -0.214 0.0001
H 3.5683 -2.1274 -0.0284 -0.174 -0.036 -0.171 0.0003
H 3.6819 0.1860 -2.1780 -0.098 0.048 0.143 -0.0003
H 3.9192 0.6087 -0.4657 -0.112 -0.059 -0.159 0.0006
H 2.7868 1.5509 -1.4602 0.138 -0.113 -0.030 0.0001
H 1.7163 -1.2238 -3.1888 -0.188 0.115 0.129 -0.0004
H 0.5330 0.0758 -2.8572 0.083 -0.206 0.056 -0.0007
H 0.1780 -1.5881 -2.3670 0.122 0.104 -0.094 0.0004
C -1.9966 -1.0779 -5.1485 -0.420 -0.956 -0.485 -0.0001
C -3.1244 -1.2653 -5.9746 0.581 -0.080 0.658 0.0000
C -3.4153 -2.5711 -6.3845 0.322 -0.136 -0.077 0.0000
C -2.5975 -3.6457 -6.0119 -0.076 -0.023 0.140 0.0000
C -1.4152 -3.4041 -5.3088 0.045 0.190 -0.376 0.0000
C -1.0608 -2.0969 -4.9789 -0.598 -0.341 0.318 0.0001
O -1.7597 0.0064 -4.3381 -0.452 1.655 -0.038 -0.0001
H -2.4757 0.6810 -4.3563 0.516 -0.884 -0.673 0.0000
H -3.7509 -0.4253 -6.2747 0.015 -0.211 0.259 0.0000
H -4.2971 -2.7693 -6.9943 0.235 0.167 0.157 0.0000
H -2.8749 -4.6719 -6.2735 0.084 0.481 0.061 0.0000
H -0.7631 -4.2209 -4.9974 -0.122 0.146 -0.364 0.0000
H -0.1180 -1.8653 -4.4936 -0.242 -0.133 -0.001 0.0000
C -1.9739 1.2048 5.0847 0.500 0.146 -0.008 0.0003
C -2.2362 -0.2988 5.2270 -0.626 -0.187 -0.151 -0.0001
C -1.5425 -0.9926 4.0622 0.163 0.039 -0.067 -0.0042
O -1.1184 0.0976 3.1098 -0.472 0.143 0.770 0.0671
C -1.5980 1.4330 3.6221 -0.307 -0.087 -0.029 -0.0005
H -2.8684 1.7687 5.3600 0.226 0.040 -0.088 0.0000
H -1.1477 1.5318 5.7261 -0.211 -0.097 -0.078 -0.0001
H -3.3127 -0.4902 5.1466 0.238 0.019 0.143 0.0001
H -1.8983 -0.6849 6.1928 -0.032 0.059 -0.232 -0.0001
H -0.6393 -1.5373 4.3628 -0.165 0.289 -0.086 0.0002
H -2.2129 -1.6566 3.4985 0.193 0.177 0.218 0.0000
H -2.4578 1.7184 3.0024 0.180 -0.132 0.165 -0.0001
H -0.7847 2.1612 3.4874 -0.185 -0.346 -0.014 0.0007
```
Forces are in eV/Å.

---

Question: Look up the multiplicity of the fourth one.
Answer: 6

---

Question: The highest multiplicity belongs to which entry?
Answer: C21H45DyO2P3